[1]
{
  "formula": "C47H47ClI2N3PSSb2Tl",
  "method": "ωB97M-V/def2-TZVPD",
  "species": ["Tl", "I", "C", "I", "H", "H", "Cl", "C", "C", "C", "C", "C", "C", "P", "C", "C", "C", "C", "C", "C", "C", "C", "C", "C", "C", "C", "H", "H", "H", "H", "H", "H", "H", "H", "H", "H", "H", "H", "H", "H", "N", "N", "C", "N", "S", "H", "H", "H", "H", "H", "C", "C", "C", "Sb", "C", "C", "C", "C", "C", "C", "C", "C", "C", "C", "C", "C", "Sb", "C", "C", "C", "C", "C", "C", "C", "C", "C", "C", "C", "C", "H", "H", "H", "H", "H", "H", "H", "H", "H", "H", "H", "H", "H", "H", "H", "H", "H", "H", "H", "H", "H", "H", "H", "H", "H", "H"],
  "xyz": [[-0.8313, -1.6300, -0.4694], [0.8531, -6.1266, -2.3709], [1.1866, -4.7885, -3.9987], [0.1147, -2.9309, -3.8473], [0.8667, -5.2757, -4.9117], [2.2419, -4.5434, -4.0316], [-0.5218, -4.4290, 0.5980], [0.5966, -4.7178, 1.8818], [0.4549, -5.8475, 2.6665], [1.3691, -6.0821, 3.6825], [2.4174, -5.2000, 3.8918], [2.5465, -4.0736, 3.0995], [1.6363, -3.8132, 2.0800], [1.6610, -2.2734, 1.0926], [2.6310, -2.7209, -0.3971], [2.7911, -1.6714, -1.3016], [3.5370, -1.8354, -2.4516], [4.1167, -3.0673, -2.7191], [3.9495, -4.1182, -1.8295], [3.2067, -3.9556, -0.6679], [2.9022, -1.3141, 2.0298], [4.2201, -1.1435, 1.6244], [5.0860, -0.3964, 2.4043], [4.6480, 0.1755, 3.5871], [3.3359, -0.0007, 3.9975], [2.4593, -0.7286, 3.2148], [-0.3625, -6.5294, 2.4873], [1.2633, -6.9526, 4.3124], [3.1342, -5.3814, 4.6784], [3.3595, -3.3828, 3.2656], [2.3504, -0.7072, -1.0684], [3.6694, -1.0036, -3.1273], [4.7159, -3.1969, -3.6110], [4.4099, -5.0737, -2.0371], [3.0975, -4.7818, 0.0205], [4.5686, -1.5932, 0.7057], [6.1073, -0.2648, 2.0822], [5.3262, 0.7593, 4.1896], [2.9965, 0.4319, 4.9266], [1.4275, -0.8577, 3.5169], [-3.5996, -0.8798, -0.4072], [-4.2298, -0.7206, 0.8337], [-3.7394, -1.2380, 1.9864], [-4.5817, -1.2476, 3.0345], [-2.2069, -1.8439, 2.1785], [-3.5669, 0.0093, -0.9067], [-4.0883, -1.5616, -0.9892], [-5.2020, -0.4201, 0.8432], [-5.4480, -0.7339, 3.0323], [-4.1889, -1.4973, 3.9265], [0.8733, 3.5478, -1.6534], [0.0923, 4.1192, -0.4864], [0.2035, 3.3012, 0.7905], [-1.2580, 1.6913, 0.8578], [-1.2580, 1.4523, 3.0042], [-2.4762, 1.2290, 3.6277], [-2.5393, 0.9366, 4.9758], [-1.3730, 0.8574, 5.7191], [-0.1563, 1.1122, 5.1130], [-0.1008, 1.4080, 3.7611], [-2.9067, 3.0745, 1.0424], [-3.9695, 3.0703, 0.1540], [-5.0475, 3.9188, 0.3480], [-5.0730, 4.7713, 1.4379], [-4.0050, 4.7917, 2.3193], [-2.9276, 3.9514, 2.1180], [0.4430, 1.4569, -2.0878], [1.5063, 1.4668, -3.9570], [0.8833, 1.1419, -5.1492], [1.6108, 1.0797, -6.3237], [2.9694, 1.3421, -6.3137], [3.5995, 1.6661, -5.1242], [2.8696, 1.7172, -3.9505], [-1.4876, 1.7433, -2.9982], [-2.2573, 0.6211, -3.2735], [-3.4721, 0.7423, -3.9265], [-3.9323, 1.9915, -4.3065], [-3.1705, 3.1164, -4.0344], [-1.9545, 2.9880, -3.3860], [1.9423, 3.5867, -1.4406], [0.7059, 4.1356, -2.5574], [-0.9616, 4.2328, -0.7585], [0.4732, 5.1268, -0.2893], [0.0030, 3.9334, 1.6555], [1.2084, 2.8889, 0.8921], [-3.3871, 1.2974, 3.0454], [-3.4989, 0.7684, 5.4487], [-1.4183, 0.6018, 6.7676], [0.7517, 1.0704, 5.6961], [0.8574, 1.5985, 3.2972], [-3.9505, 2.4124, -0.7101], [-5.8694, 3.9154, -0.3520], [-5.9192, 5.4210, 1.5978], [-4.0130, 5.4617, 3.1655], [-2.0997, 3.9644, 2.8156], [-0.1793, 0.9417, -5.1618], [1.1140, 0.8261, -7.2481], [3.5356, 1.3003, -7.2309], [4.6585, 1.8765, -5.1083], [3.3634, 1.9630, -3.0173], [-1.8851, -0.3655, -3.0086], [-4.0519, -0.1407, -4.1588], [-4.8729, 2.0889, -4.8272], [-3.5179, 4.0920, -4.3399], [-1.3616, 3.8713, -3.1983]],
  "e_homo_ha": -0.370,
  "total_charge": 1,
  "e_tot_ev": -120582.767,
  "orbital_gap_ev": 7.93,
  "e_lumo_ev": -2.13
}


[2]
{
  "formula": "C47H47MnN6OP2S4",
  "method": "ωB97M-V/def2-TZVPD",
  "species": ["Mn", "S", "C", "C", "C", "C", "C", "C", "S", "H", "H", "H", "H", "C", "S", "C", "C", "C", "N", "P", "C", "C", "C", "C", "C", "C", "C", "C", "C", "C", "C", "C", "P", "C", "C", "C", "C", "C", "C", "C", "C", "C", "C", "C", "C", "H", "H", "H", "H", "H", "H", "H", "H", "H", "H", "H", "H", "H", "H", "H", "H", "H", "H", "H", "H", "H", "H", "H", "H", "H", "H", "H", "H", "H", "N", "C", "N", "C", "N", "C", "C", "C", "N", "C", "S", "N", "C", "O", "C", "C", "C", "C", "C", "C", "H", "H", "H", "H", "H", "H", "H", "H", "H", "H", "H", "H", "H", "H"],
  "xyz": [[-1.6896, -0.6761, -0.9488], [-3.0209, -0.1572, 0.7583], [-4.2564, -1.3844, 0.8994], [-5.1874, -1.3219, 1.9304], [-6.2124, -2.2455, 1.9819], [-6.2863, -3.2602, 1.0328], [-5.3361, -3.3583, 0.0369], [-4.3179, -2.4116, -0.0482], [-3.1559, -2.4801, -1.3447], [-5.1049, -0.5367, 2.6642], [-6.9608, -2.1655, 2.7560], [-7.0955, -3.9722, 1.0668], [-5.3639, -4.1561, -0.6876], [4.7620, -5.0125, 1.8375], [4.7267, -4.5605, 0.0816], [4.5275, -2.7452, 0.2042], [3.0792, -2.3285, 0.4217], [2.1680, -2.7709, -0.7278], [0.8649, -2.1060, -0.7521], [-0.4583, -2.1349, 0.3448], [0.2341, -1.7414, 1.9826], [0.2086, -0.4166, 2.3989], [0.8465, -0.0481, 3.5700], [1.5202, -1.0008, 4.3168], [1.5170, -2.3302, 3.9209], [0.8611, -2.7093, 2.7634], [-1.0517, -3.8262, 0.5693], [-0.8376, -4.8859, -0.3042], [-1.5184, -6.0755, -0.1013], [-2.4325, -6.1934, 0.9345], [-2.6644, -5.1277, 1.7918], [-1.9724, -3.9479, 1.6136], [0.6047, -0.6459, -1.6360], [2.0953, 0.3509, -1.3013], [3.2546, 0.2304, -2.0602], [4.4019, 0.8973, -1.6686], [4.3984, 1.6927, -0.5347], [3.2324, 1.8471, 0.1982], [2.0827, 1.1798, -0.1838], [0.7804, -1.0886, -3.3737], [0.5960, -2.3831, -3.8444], [0.5611, -2.6126, -5.2077], [0.6793, -1.5553, -6.0954], [0.8217, -0.2576, -5.6252], [0.8617, -0.0200, -4.2662], [4.9034, -6.0880, 1.8677], [3.8222, -4.7444, 2.3117], [5.5960, -4.5146, 2.3237], [4.9235, -2.3365, -0.7256], [5.1496, -2.4028, 1.0310], [3.0366, -1.2406, 0.5236], [2.7223, -2.7654, 1.3540], [2.0332, -3.8568, -0.6881], [2.6539, -2.5287, -1.6808], [-0.3340, 0.3096, 1.7989], [0.8132, 0.9781, 3.9041], [2.0332, -0.7103, 5.2208], [2.0272, -3.0702, 4.5198], [0.8339, -3.7479, 2.4609], [-0.1529, -4.7817, -1.1363], [-1.3560, -6.9096, -0.7680], [-2.9632, -7.1217, 1.0788], [-3.3944, -5.2096, 2.5825], [-2.1423, -3.0993, 2.2683], [3.2601, -0.3800, -2.9502], [5.3002, 0.7961, -2.2559], [5.2996, 2.2027, -0.2306], [3.2160, 2.4938, 1.0615], [1.1623, 1.2975, 0.3734], [0.4776, -3.1976, -3.1441], [0.4250, -3.6159, -5.5787], [0.6358, -1.7388, -7.1570], [0.8811, 0.5701, -6.3150], [0.9440, 0.9872, -3.8744], [-2.0883, -0.2024, -2.6376], [-2.2430, -0.2810, -3.8099], [-2.4600, -0.1642, -5.0087], [-2.4476, -0.7797, -6.1305], [-2.4697, -1.2728, -7.1702], [2.1174, 5.6740, -0.0258], [1.0357, 5.8832, -1.0772], [0.1727, 4.6409, -1.2350], [-0.6244, 4.4283, -0.0447], [-1.3228, 3.3236, 0.1656], [-1.1549, 2.0677, -0.9526], [-2.1602, 3.1869, 1.2312], [-2.5233, 4.0256, 2.2970], [-3.3013, 3.6092, 3.1121], [-1.8902, 5.3744, 2.3722], [-2.2398, 6.4009, 1.4918], [-1.6237, 7.6373, 1.6004], [-0.6658, 7.8522, 2.5790], [-0.3375, 6.8434, 3.4695], [-0.9541, 5.6076, 3.3749], [2.7066, 6.5777, 0.1048], [2.7821, 4.8700, -0.3379], [1.6845, 5.4094, 0.9370], [1.5075, 6.1068, -2.0337], [0.4091, 6.7361, -0.8139], [0.8013, 3.7599, -1.3948], [-0.4893, 4.7314, -2.1027], [-0.7290, 5.2186, 0.5843], [-2.6462, 2.2894, 1.2717], [-2.9980, 6.2294, 0.7400], [-1.8989, 8.4315, 0.9230], [-0.1896, 8.8162, 2.6588], [0.3919, 7.0235, 4.2440], [-0.7208, 4.8220, 4.0769]],
  "e_homo_ha": [-0.371, -0.368],
  "s_squared": 0.95,
  "total_charge": 1,
  "e_tot_ev": -153723.673,
  "orbital_gap_ev": [5.48, 5.39],
  "e_lumo_ev": [-4.63, -4.62],
  "multiplicity": 2
}